1.
Below is a molecular structure, C29H51IrNOP2Si4, with properties calculated with ωB97M-V with the def2-TZVPD basis set.

```
89
Properties=species:S:1:pos:R:3:forces:R:3:mulliken_charge:R:1
C -1.3106 3.3326 -4.2356 0.42 0.64 -0.13 -0.705
C -1.0480 2.1121 -3.6482 0.11 -0.79 0.60 0.080
C 0.2862 1.7085 -3.4304 0.86 -0.04 -0.09 0.372
C 1.3972 2.5605 -3.7198 -1.53 -0.38 0.05 1.642
C 1.0781 3.8017 -4.2895 0.48 0.50 -0.24 -1.175
C -0.2226 4.1839 -4.5597 -0.54 -0.21 -0.07 -0.882
C 2.6919 2.0353 -3.5069 0.50 0.17 -0.99 -2.328
C 2.8555 0.6312 -3.6550 -0.36 -1.02 -0.30 1.657
C 1.7344 -0.2015 -3.4319 -0.50 1.38 0.40 0.053
C 1.7582 -1.5862 -3.6204 -0.26 0.15 0.56 -0.271
C 2.9216 -2.1692 -4.0759 0.82 -0.02 -0.17 -0.525
C 4.0669 -1.3797 -4.3197 -0.29 -0.37 -0.27 -1.077
C 4.0064 -0.0244 -4.1218 1.21 1.45 -0.24 -0.910
H -2.3449 3.6224 -4.4616 0.50 -0.03 0.15 0.424
H 1.9283 4.4103 -4.5977 -0.34 0.19 0.08 0.431
H -0.4319 5.1330 -5.0578 0.17 -0.29 0.19 0.394
H 3.5466 2.6866 -3.6473 0.05 -0.03 0.06 0.503
H 2.9653 -3.2348 -4.2822 -0.06 0.07 0.13 0.442
H 4.9746 -1.8285 -4.7329 -0.37 0.11 0.23 0.407
H 4.8460 0.6544 -4.3952 -0.41 -0.86 0.28 0.379
N 0.5900 0.4456 -2.9156 -0.47 -0.56 -1.67 -0.370
Ir 0.3093 0.1254 -0.8928 -1.78 1.02 1.58 3.094
C -2.1370 1.2011 -3.0823 0.35 0.09 -1.19 -0.879
H -2.1298 0.2015 -3.5797 0.04 0.59 0.45 0.283
H -3.1308 1.6550 -3.2209 0.26 -0.14 0.07 0.630
C 0.5403 -2.3790 -3.2054 0.00 -0.02 -1.01 -0.958
H -0.3358 -2.0863 -3.8208 0.34 -0.09 0.43 0.455
H 0.7278 -3.4497 -3.3660 -0.12 0.15 0.00 0.528
P -1.7919 1.0137 -1.3181 -0.48 -0.48 0.22 0.409
P 0.1754 -2.1087 -1.4480 1.50 0.73 -0.60 0.479
C 1.5167 -3.0703 -0.6841 -0.20 -0.58 0.29 -1.041
H 1.5357 -2.9359 0.4052 0.02 -0.02 -0.41 -0.314
H 1.3416 -4.1314 -0.9125 0.16 0.12 0.16 0.571
H 2.4976 -2.7854 -1.0996 -0.52 0.13 0.01 0.374
C -1.4108 -2.8480 -1.2526 -1.14 -1.11 0.46 -1.110
H -1.3238 -3.9388 -1.2974 -0.08 0.00 -0.03 0.592
H -1.8963 -2.5969 -0.3038 0.25 -0.01 -0.25 -0.321
H -2.0773 -2.5453 -2.0681 0.27 0.08 0.06 0.479
C -1.9025 2.7516 -0.7280 -0.03 -0.30 0.08 -1.049
H -2.9242 3.1131 -0.9255 0.33 0.06 0.12 0.474
H -1.6463 2.8407 0.3392 -0.20 -0.04 -0.60 -0.386
H -1.1757 3.3307 -1.3164 -0.25 -0.14 0.14 0.373
C -3.2458 0.0827 -0.7434 -0.56 0.20 0.32 -0.489
H -3.1856 -0.1571 0.3337 -0.01 0.17 -0.63 -0.574
H -4.1418 0.7107 -0.9194 0.29 -0.44 0.12 0.606
H -3.3450 -0.8641 -1.3094 0.11 0.62 0.22 0.332
C 2.2473 0.1209 -0.5866 2.05 0.16 -1.11 -0.253
O 3.3661 -0.2287 -0.4824 -1.23 0.69 0.27 -0.466
H 1.9424 1.3444 -1.4109 0.93 -1.28 0.86 -0.108
C -0.5709 3.0475 2.6275 0.00 0.52 0.05 -1.454
Si -1.4901 1.4043 2.7737 -0.09 1.08 0.54 0.959
C -1.7958 1.1390 4.6319 0.20 -0.30 -0.10 -1.466
C -3.3008 1.6397 2.2266 -0.02 -0.07 -0.42 -1.076
Si -0.1825 -0.0898 1.3221 -1.38 -1.04 1.59 -0.622
Si 1.6696 0.0169 2.8807 1.59 0.52 1.57 0.886
C 1.4530 0.1261 4.7627 -0.43 0.07 -0.06 -1.439
C 2.7044 -1.5449 2.6558 0.00 -0.30 -0.59 -0.986
C 2.6639 1.5748 2.4786 -0.09 -0.02 -0.50 -1.122
Si -1.1629 -2.0378 2.4960 0.25 -1.01 -0.12 0.562
C -1.0740 -2.2220 4.3866 0.06 0.32 0.01 -1.386
C -3.0208 -2.1493 2.1099 -0.12 -0.05 0.00 -1.330
C -0.3799 -3.7047 1.9981 -0.25 -0.03 -0.16 -1.162
H -1.3046 3.8738 2.7141 0.36 -0.27 -0.01 0.537
H -0.0148 3.1824 1.6828 -0.22 -0.07 0.39 0.407
H 0.1501 3.1640 3.4582 -0.33 -0.06 -0.32 0.336
H -2.2415 2.0703 5.0121 0.11 -0.09 -0.25 0.428
H -2.5270 0.3432 4.8129 0.10 0.17 -0.04 0.361
H -0.9059 0.9381 5.2295 -0.19 0.00 -0.07 0.372
H -3.4242 2.0590 1.2223 -0.06 -0.15 0.29 0.300
H -3.8828 0.7120 2.2905 0.11 0.23 -0.01 0.299
H -3.7483 2.3523 2.9374 0.25 -0.17 -0.10 0.519
H 0.7088 -0.5592 5.1800 0.22 0.22 -0.05 0.368
H 2.4264 -0.1359 5.2097 -0.19 0.06 -0.29 0.453
H 1.2115 1.1476 5.0853 0.06 -0.24 -0.08 0.374
H 3.0968 -1.6548 1.6320 -0.14 0.00 0.36 0.205
H 3.5706 -1.4527 3.3354 -0.33 0.13 -0.19 0.522
H 2.1703 -2.4662 2.9341 0.14 0.36 -0.06 0.270
H 3.0074 1.6001 1.4357 -0.05 0.07 0.31 0.254
H 2.1019 2.4957 2.6818 0.15 -0.31 -0.04 0.317
H 3.5548 1.5717 3.1261 -0.22 -0.09 -0.10 0.477
H -1.4743 -1.3752 4.9470 0.13 -0.18 -0.02 0.350
H -1.6772 -3.1033 4.6548 0.11 0.18 -0.23 0.452
H -0.0533 -2.4176 4.7348 -0.18 -0.01 -0.10 0.341
H -3.2767 -2.1297 1.0436 0.00 0.01 0.32 0.375
H -3.3786 -3.1124 2.5116 0.14 0.27 -0.08 0.581
H -3.5902 -1.3587 2.6183 0.13 -0.20 -0.14 0.315
H -0.4975 -3.9488 0.9358 0.08 -0.03 0.30 0.311
H 0.6863 -3.7627 2.2493 -0.26 0.01 -0.06 0.326
H -0.8898 -4.4929 2.5755 0.10 0.22 -0.15 0.520
```
Forces are in eV/Å.

Results
<S²> = 6.05
HOMO-LUMO gap (spin up / spin down) = 6.03 / 3.84 eV
HOMO level (spin up / spin down) = -0.29934 / -0.36760 Eh
multiplicity = 5
net charge = +1
ΔE to the lowest compared entry with this formula, charge and spin = 37.2 kJ/mol

2.
Below is a molecular structure, C29H51NO6RuS2Se2Si3, with properties calculated with ωB97M-V with the def2-TZVPD basis set.

```
95
Properties=species:S:1:pos:R:3:forces:R:3:mulliken_charge:R:1
Ru -0.8616 0.3677 1.8217 1.84 -0.77 -0.29 0.741
C -3.4261 -3.0475 4.3558 0.06 -0.31 -0.31 -1.092
Se -3.1406 -2.8246 2.4436 -0.13 -0.89 -0.25 0.155
C -1.9373 -4.3616 2.1543 -0.39 0.25 0.15 -0.801
C -0.5270 -4.0764 2.6198 0.18 0.30 -0.10 -0.920
Se 0.3585 -2.6559 1.5742 0.16 -1.58 -0.22 0.253
C 1.1695 -3.8876 0.2114 -0.38 0.54 0.43 -1.028
H -4.0084 -3.9505 4.5398 0.03 0.09 0.07 0.368
H -3.9624 -2.1649 4.6891 -0.01 0.09 0.05 0.322
H -2.4630 -3.0858 4.8544 0.01 0.01 0.15 0.330
H -1.9625 -4.5596 1.0805 -0.07 -0.03 0.07 0.332
H -2.3577 -5.2169 2.6873 -0.02 -0.05 -0.08 0.537
H 0.0837 -4.9835 2.5817 0.08 0.15 0.03 0.547
H -0.5276 -3.6883 3.6400 0.05 -0.21 0.02 0.469
H 1.7548 -4.6533 0.7166 -0.03 0.07 0.07 0.396
H 1.8254 -3.2722 -0.3998 0.01 0.04 -0.03 0.109
H 0.3971 -4.3363 -0.4091 -0.01 0.01 -0.01 0.346
C -4.8529 -0.0239 2.4775 -0.15 -0.01 0.57 -1.110
O -3.6713 0.0697 1.7239 0.47 0.18 -0.51 0.921
Si -3.3545 1.4510 0.8608 -0.97 0.89 -1.19 0.416
C -3.4275 3.0054 1.9774 0.55 -0.72 -0.18 -1.171
C -4.8483 1.7173 -0.3269 0.51 -0.20 0.48 -1.428
C -1.8181 1.0091 -0.1441 0.06 -0.04 2.14 0.023
Si -2.0206 -0.3448 -1.4321 0.01 -0.54 -0.76 -0.200
C -3.2602 -1.7259 -0.9867 0.47 0.63 0.16 -0.545
C -2.6318 0.4025 -3.0955 0.23 -0.07 0.76 -1.211
C -0.4032 -1.2508 -1.8664 -0.55 0.36 0.41 1.080
Si -0.7357 2.5202 -0.5125 0.41 0.88 -0.74 0.224
C -0.0404 3.4397 1.0087 -0.27 -0.61 -0.26 -1.156
C 0.7765 2.2176 -1.6514 -0.69 -0.11 0.56 -0.222
C -1.8158 3.7802 -1.4939 0.29 -0.52 0.45 -1.126
H -5.6843 0.4612 1.9621 -0.14 -0.04 -0.04 0.322
H -4.6873 0.4472 3.4469 -0.19 -0.05 0.00 0.278
H -5.0949 -1.0821 2.6245 -0.06 0.16 -0.08 0.154
H -4.4473 3.1633 2.3240 -0.19 -0.14 -0.07 0.404
H -3.1039 3.9129 1.4772 0.02 0.12 -0.24 0.389
H -2.8043 2.8566 2.8557 -0.03 0.12 0.00 0.287
H -5.7191 2.0932 0.2027 -0.17 0.06 0.13 0.428
H -5.1234 0.7887 -0.8140 -0.10 -0.26 -0.16 0.342
H -4.6088 2.4338 -1.1036 0.15 0.24 -0.19 0.382
H -4.2647 -1.3515 -0.8396 -0.29 0.11 0.07 0.204
H -2.9595 -2.1999 -0.0572 0.06 -0.05 0.08 -0.523
H -3.2928 -2.4884 -1.7582 0.11 -0.08 -0.28 0.480
H -3.5396 0.9794 -2.9704 -0.28 0.16 0.06 0.331
H -2.8323 -0.3836 -3.8157 -0.01 -0.28 -0.10 0.379
H -1.8831 1.0581 -3.5249 0.25 0.20 -0.10 0.307
H -0.0494 -1.7868 -0.9929 0.04 -0.09 0.06 -0.975
H 0.3627 -0.5385 -2.1385 0.23 0.18 -0.12 -1.096
H -0.5379 -1.9595 -2.6791 -0.15 -0.06 -0.21 0.797
H 0.6665 2.8072 1.5452 0.11 -0.03 0.08 0.216
H -0.8175 3.7019 1.7171 -0.11 0.04 0.13 0.243
H 0.4832 4.3510 0.7290 0.04 0.09 -0.32 0.561
H 1.4711 1.5471 -1.1634 0.14 -0.17 0.10 -0.580
H 1.3028 3.1502 -1.8352 0.00 0.26 0.01 0.631
H 0.5087 1.7952 -2.6138 -0.11 -0.13 -0.25 0.212
H -2.6587 4.1319 -0.9088 -0.21 0.08 0.14 0.266
H -2.2041 3.3293 -2.3999 -0.13 -0.18 -0.23 0.292
H -1.2296 4.6459 -1.7883 0.23 0.15 0.03 0.395
C 3.1046 1.3051 -5.5941 0.07 0.01 0.09 -1.502
C 3.6168 1.3563 -4.1827 0.01 0.09 0.07 1.247
C 4.3583 2.4445 -3.7437 0.03 -0.01 -0.07 -1.027
C 4.8382 2.4885 -2.4472 -0.01 -0.03 0.04 -1.095
C 4.5363 1.4737 -1.5616 -0.06 0.03 0.03 -0.332
C 3.7480 0.3989 -1.9664 0.29 0.31 -0.28 -0.267
N 3.3222 -0.5605 -1.0345 -0.61 -0.25 -0.16 0.652
C 3.9860 -0.7599 0.1675 0.17 -0.26 0.51 -0.323
C 5.3340 -1.1213 0.1554 0.04 0.01 -0.05 0.100
C 5.9916 -1.4438 1.3237 0.03 0.12 -0.05 -0.602
C 5.3162 -1.4088 2.5375 0.01 -0.04 0.13 -0.796
C 3.9892 -1.0240 2.5717 0.10 -0.02 0.01 -0.585
C 3.3175 -0.6840 1.4030 0.07 0.13 -0.37 0.119
C 1.9198 -0.1626 1.4920 0.19 0.44 0.31 0.903
O 1.5401 0.3849 2.5377 -0.25 -0.08 -0.03 -0.804
O 1.1563 -0.2795 0.4769 -0.80 0.45 0.04 0.228
C 3.3284 0.3129 -3.3021 0.04 -0.07 0.20 1.340
C 2.5702 -0.8855 -3.7875 0.07 0.09 0.05 -1.890
H 3.3797 2.2050 -6.1378 0.02 0.07 -0.05 0.409
H 2.0180 1.2143 -5.6092 -0.06 -0.04 -0.05 0.288
H 3.5166 0.4468 -6.1246 -0.03 -0.07 -0.10 0.322
H 4.5615 3.2628 -4.4190 0.03 0.07 -0.12 0.347
H 5.4158 3.3362 -2.1139 0.10 0.11 0.05 0.386
H 4.8633 1.5250 -0.5333 0.03 0.04 0.07 0.471
H 2.3091 -0.5497 -0.8670 0.22 0.04 -0.18 -0.704
H 5.8408 -1.1542 -0.7987 0.08 -0.04 -0.06 0.485
H 7.0373 -1.7220 1.2863 0.01 -0.03 0.02 0.391
H 5.8308 -1.6673 3.4514 0.02 -0.04 0.08 0.417
H 3.4495 -0.9752 3.5070 -0.06 0.08 0.01 0.520
H 2.4957 -1.6254 -2.9984 -0.07 -0.13 -0.01 0.299
H 3.0796 -1.3306 -4.6428 -0.01 -0.06 -0.09 0.545
H 1.5670 -0.6077 -4.1046 -0.15 -0.08 -0.06 0.287
O -2.8570 1.0249 4.3622 0.00 0.29 -0.06 -0.648
S -1.4076 0.9712 4.4331 -1.40 -0.56 3.18 1.066
O -0.8918 1.1173 5.7712 0.35 0.18 -0.11 -0.747
O -0.7828 1.8997 3.4746 0.34 -0.36 -1.80 -0.650
S -0.9623 -0.9401 3.8370 0.25 1.38 -1.32 -0.539
```
Forces are in eV/Å.

Results
<S²> = 1.20
HOMO-LUMO gap (spin up / spin down) = 5.68 / 7.03 eV
HOMO level (spin up / spin down) = -0.18595 / -0.19016 Eh
multiplicity = 2
net charge = -1